Run i
Here is C7H8O in the gas phase from the Open Molecules 2025 dataset. Energies are from the ωB97M-V functional and the def2-TZVPD basis.

Structure (ORCA input):
```
! wB97M-V def2-TZVPD RIJCOSX def2/J DEFGRID3
* xyz 0 1
C 0.88427 -1.43361 0.37740
C -0.23770 -1.03790 -0.19132
C -1.57274 -1.51454 0.03657
C -2.51486 -0.62534 -0.14700
O -1.86349 0.50029 -0.78035
C -0.46698 0.42086 -0.48061
C 0.30739 1.64647 -0.41606
C 1.88932 1.51082 -0.11484
H 1.11405 -2.39731 0.97195
H 1.93518 -0.87578 0.20207
H -2.06585 -2.37027 0.69319
H -3.55362 -0.69304 -0.03227
H -0.19505 2.60678 -0.33972
H 2.13389 2.56057 0.20978
H 2.37034 0.93477 -0.84631
H 1.83585 0.76722 0.85752
*
```

Summary:
- highest occupied orbital energy (eV) = -7.89
- gap between HOMO and LUMO (eV) = 8.22

Results of the natural (NBO) charge analysis, in e, for atoms 1 through 6: -0.3377 -0.1575 -0.2980 0.1438 -0.5073 0.2838

Run ii
Here is C7H8O in the gas phase from the Open Molecules 2025 dataset. Energies are from the ωB97M-V functional and the def2-TZVPD basis.

Structure (ORCA input):
```
! wB97M-V def2-TZVPD RIJCOSX def2/J DEFGRID3
* xyz 0 1
C 3.19090 -0.34885 0.18085
C 1.90969 -0.44312 0.10679
C 0.57208 -0.23783 -0.26213
C 0.30492 1.38109 -0.81042
C -0.30623 0.75103 0.44103
C -1.65690 0.34921 0.28875
C -1.36421 -1.21606 0.03601
O -0.20863 -1.28897 -0.77471
H 4.21720 -0.82119 0.46376
H 1.28712 1.93346 -0.72322
H -0.16985 1.28787 -1.75409
H -0.14413 0.90866 1.68094
H -2.35951 0.62021 1.24067
H -2.19551 0.81911 -0.45645
H -1.95522 -1.96645 -0.58280
H -1.12171 -1.72819 0.92502
*
```

Summary:
- highest occupied orbital energy (eV) = -8.36
- gap between HOMO and LUMO (eV) = 9.24

Results of the natural (NBO) charge analysis, in e, for atoms 1 through 6: -0.2653 -0.0279 0.1421 -0.3821 -0.2575 -0.4332

Least stable = run ii

Run i
Here is C3H6INOS in the gas phase from the Open Molecules 2025 dataset. Energies are from the ωB97M-V functional and the def2-TZVPD basis.

Structure (ORCA input):
```
! wB97M-V def2-TZVPD RIJCOSX def2/J DEFGRID3
* xyz 0 1
O -0.20965 -1.94839 -1.85301
S -0.40471 -1.25630 -0.61379
I -2.78068 -1.86917 -0.19482
N 0.55280 -1.33002 0.56153
C 0.84048 -0.06562 1.13345
C 0.59159 1.09252 0.18959
C -0.51447 0.59839 -0.75052
H 1.84633 -0.16446 1.50948
H 0.30816 -0.02581 2.02370
H 0.25053 1.93789 0.65834
H 1.41229 1.24229 -0.39336
H -1.55243 0.89028 -0.36600
H -0.34026 0.89839 -1.90459
*
```

Summary:
- highest occupied orbital energy (eV) = -9.39
- gap between HOMO and LUMO (eV) = 8.62

Results of the natural (NBO) charge analysis, in e, for atoms 1 through 6: -0.8893 1.8060 -0.1580 -0.8291 -0.2361 -0.4385

Run ii
Here is 2 unconnected molecules or ions with the total composition C3H6INOS from the Open Molecules 2025 dataset. Energies are from the ωB97M-V functional and the def2-TZVPD basis.

Structure (ORCA input):
```
! wB97M-V def2-TZVPD RIJCOSX def2/J DEFGRID3
* xyz 0 1
C 2.04289 -0.10226 0.06899
C 1.61669 1.23158 0.59651
C 0.76711 -0.62595 -0.68917
N 0.46492 1.67821 0.35310
O -1.71222 0.42922 -0.48607
S -0.34985 0.80787 -0.92516
I -6.42086 -0.87308 0.22472
H 2.71227 0.12870 -0.77032
H 2.49515 -0.94649 0.79744
H 2.17067 1.71457 1.34273
H -5.08985 -0.98779 0.93880
H 1.15063 -1.21617 -1.49563
H 0.15245 -1.23840 0.04406
*
```

Summary:
- highest occupied orbital energy (eV) = -9.41
- gap between HOMO and LUMO (eV) = 9.97

Results of the natural (NBO) charge analysis, in e, for atoms 1 through 6: -0.4904 0.1334 -0.6505 -0.5740 -0.9364 1.3640

Least stable = run i

Run i
Here is 2 unconnected molecules or ions with the total composition C9H14O from the Open Molecules 2025 dataset. Energies are from the ωB97M-V functional and the def2-TZVPD basis.

Structure (ORCA input):
```
! wB97M-V def2-TZVPD RIJCOSX def2/J DEFGRID3
* xyz -1 2
C 2.31485 -0.91143 3.08042
C 2.09391 -0.21637 1.73519
H 3.19119 -1.56067 3.14806
H 2.48820 -0.23397 3.92227
H 1.45696 -1.53965 3.33754
H 2.73619 -0.71326 1.00630
H 1.06374 -0.18600 1.43718
H 2.56510 0.76765 1.77735
C 0.10491 2.94447 -0.87383
C -2.00677 -0.18795 -0.44018
C -1.62038 1.13590 -0.52911
C -1.08001 -1.23162 -0.63852
C -0.29973 1.48989 -0.80608
C 0.22991 -0.86842 -0.88530
C 0.57842 0.47017 -1.12815
O -1.62249 -2.46581 -0.68667
H -3.03553 -0.48041 -0.27100
H -2.38011 1.86143 -0.26919
H -0.97556 -3.19541 -0.55636
H 1.05661 -1.54593 -1.05037
H 0.95866 3.05917 -1.54609
H 0.42566 3.31290 0.10101
H 1.56613 0.68183 -1.50667
H -0.72936 3.57341 -1.18247
*
```

Summary:
- highest occupied orbital energy (alpha / beta) (eV) = 1.10 / -3.50
- gap between HOMO and LUMO (alpha / beta) (eV) = 2.86 / 7.22

Results of the natural (NBO) charge analysis, in e, for atoms 1 through 6: -0.6453 -0.6311 0.1845 0.1837 0.1968 0.1967

Run ii
Here is 2 unconnected molecules or ions with the total composition C9H14O from the Open Molecules 2025 dataset. Energies are from the ωB97M-V functional and the def2-TZVPD basis.

Structure (ORCA input):
```
! wB97M-V def2-TZVPD RIJCOSX def2/J DEFGRID3
* xyz -1 2
C -1.74251 2.00735 -1.01196
C -0.95869 -0.35266 -1.32780
C -1.29005 0.68914 -0.49016
C -0.65846 -1.60594 -0.86560
C -0.52943 -1.86422 0.52259
C -1.28334 0.43103 0.88962
C -0.79268 -0.85171 1.44684
O -0.20921 -3.11800 1.00437
H -0.85419 0.06987 -2.33462
H -0.56251 -2.45436 -1.55137
H -2.84122 2.02874 -1.21505
H -1.23487 2.34718 -1.97399
H -1.83958 0.99615 1.67512
H -0.52774 -3.71986 0.28918
H -0.63491 -0.97392 2.49720
H -1.32354 2.74196 -0.31757
C 2.88076 2.59266 0.18451
C 3.14789 1.11798 -0.23970
H 2.39859 3.11710 -0.63914
H 2.32106 2.56091 1.10053
H 3.83543 3.09273 0.04098
H 2.48932 0.43995 0.35742
H 4.15809 0.94730 0.15299
H 3.40092 0.64298 -1.17394
*
```

Summary:
- highest occupied orbital energy (alpha / beta) (eV) = 0.76 / -3.33
- gap between HOMO and LUMO (alpha / beta) (eV) = 2.97 / 7.01

Results of the natural (NBO) charge analysis, in e, for atoms 1 through 6: -0.6262 -0.3106 -0.0749 -0.4878 0.2929 -0.3906

Run iii
Here is 2 unconnected molecules or ions with the total composition C9H14O from the Open Molecules 2025 dataset. Energies are from the ωB97M-V functional and the def2-TZVPD basis.

Structure (ORCA input):
```
! wB97M-V def2-TZVPD RIJCOSX def2/J DEFGRID3
* xyz -1 2
C 1.52737 2.18575 0.81275
C 2.00620 1.52243 -0.49263
H 2.09071 1.79398 1.65785
H 1.69337 3.25596 0.80994
H 0.46495 1.99038 0.89629
H 1.98478 2.15520 -1.37370
H 1.39693 0.64015 -0.65805
H 3.06451 1.27821 -0.36417
C -2.04564 1.14081 0.54852
C -1.82470 -0.82943 -0.93537
C -1.39760 -0.18004 0.23785
C -1.04404 -1.92313 -1.47809
C -0.31500 -0.63116 0.96961
C 0.01526 -2.38159 -0.72992
C 0.28296 -1.88856 0.54062
O 0.67934 -3.53533 -1.17227
H -2.80308 -0.60299 -1.34661
H -1.40343 -2.41451 -2.36307
H -1.73540 1.61175 1.46530
H -3.13790 1.17735 0.48720
H 0.05740 -0.11344 1.83646
H 0.97399 -2.34233 1.25010
H 1.21162 -3.80386 -0.41156
H -1.74261 1.89439 -0.18707
*
```

Summary:
- highest occupied orbital energy (alpha / beta) (eV) = 0.60 / -3.29
- gap between HOMO and LUMO (alpha / beta) (eV) = 3.32 / 7.15

Results of the natural (NBO) charge analysis, in e, for atoms 1 through 6: -0.6098 -0.6153 0.1930 0.1781 0.2244 0.1861

Run iv
Here is 2 unconnected molecules or ions with the total composition C9H14O from the Open Molecules 2025 dataset. Energies are from the ωB97M-V functional and the def2-TZVPD basis.

Structure (ORCA input):
```
! wB97M-V def2-TZVPD RIJCOSX def2/J DEFGRID3
* xyz -1 2
C -2.05634 -0.17276 -2.86605
C -2.60781 -0.33431 0.86100
C -1.35766 -0.01536 1.24453
C -2.95655 -0.16540 -0.50961
C -1.90610 0.04404 -1.42245
C -0.30781 0.45984 0.37952
C -0.57669 0.36887 -1.01835
O -0.94691 0.15924 2.55790
H -3.31270 -0.55818 1.75395
H -3.93196 -0.10447 -0.77422
H 0.62520 0.63865 0.69451
H 0.04271 0.05015 2.53452
H -2.87737 -0.96017 -2.91741
H -1.30242 -0.78681 -3.25385
H 0.13733 0.70424 -1.77279
H -2.35515 0.76404 -3.49207
C 2.78447 -0.37811 1.49451
C 3.62109 0.36234 0.40835
H 1.90388 0.24984 1.76876
H 2.45946 -1.37626 1.32836
H 3.37018 -0.57712 2.42459
H 3.99874 -0.32664 -0.42702
H 4.50819 0.67604 0.93621
H 3.04423 1.27827 0.06712
*
```

Summary:
- highest occupied orbital energy (alpha / beta) (eV) = 0.73 / -3.10
- gap between HOMO and LUMO (alpha / beta) (eV) = 2.92 / 6.64

Results of the natural (NBO) charge analysis, in e, for atoms 1 through 6: -0.6256 -0.3475 0.2838 -0.4068 -0.0700 -0.5216

Least stable = run iv